Below is a molecular structure, C19H42NNdOP3Se in a non-equilibrium geometry, with properties calculated with ωB97M-V with the def2-TZVPD basis set.

Properties
HOMO (spin up / spin down) = -15.792 / -15.794 eV
frontier orbital gap (spin up / spin down) = 5.54 / 6.50 eV
LUMO level (spin up / spin down) = -10.256 / -9.294 eV
energy above the lowest of the compared OMol25 structures with the same formula, charge and spin = 0.00 kcal/mol

The geometry in ORCA input format:
```
! RIJCOSX wB97M-V def2-TZVPD def2/J DEFGRID3
* xyz 3 4
Nd -0.10 -1.11 -0.41
P 0.17 1.28 1.22
P -2.67 0.16 -0.49
P 2.54 -0.48 -0.49
H -1.49 -4.33 -6.68
C -0.60 -4.53 -6.04
C -0.59 -4.41 -4.69
H -1.45 -3.97 -4.13
C 0.31 2.94 0.40
C -1.12 1.75 2.44
C 1.61 1.53 2.38
C -3.44 -0.68 -1.94
C -3.97 0.07 0.77
C -2.94 1.90 -0.99
C 2.97 -1.49 -1.95
C 3.66 -1.06 0.83
C 3.41 1.08 -0.83
H 0.27 -4.91 -6.56
H 0.20 -4.93 -4.12
H 0.39 3.66 1.23
H -0.60 3.14 -0.20
H 1.21 2.98 -0.24
H -0.76 2.68 2.89
H -1.22 0.98 3.22
H -2.09 1.93 1.96
H 1.42 2.52 2.83
H 2.57 1.56 1.84
H 1.62 0.76 3.17
H -4.51 -0.40 -1.97
H -3.35 -1.77 -1.86
H -2.97 -0.36 -2.88
H -4.85 0.61 0.41
H -3.63 0.52 1.70
H -4.25 -0.97 0.97
H -4.01 1.99 -1.20
H -2.35 2.15 -1.88
H -2.68 2.59 -0.18
H 4.05 -1.39 -2.08
H 2.44 -1.13 -2.84
H 2.71 -2.55 -1.78
H 4.64 -1.11 0.35
H 3.36 -2.05 1.20
H 3.66 -0.35 1.66
H 4.46 0.78 -0.99
H 3.35 1.75 0.03
H 3.00 1.58 -1.71
C 0.17 0.75 -4.86
C -0.49 -0.51 -4.91
C -0.64 -1.16 -6.14
C 0.01 -0.64 -7.28
C 0.70 0.59 -7.20
C 0.71 1.33 -6.00
Se 0.30 1.64 -3.12
H 1.24 2.78 -3.35
H -0.91 -0.93 -3.99
H -1.24 -2.08 -6.19
H 0.01 -1.15 -8.25
H 1.18 0.98 -8.09
H 1.11 2.35 -5.96
C 0.68 -1.53 3.89
C -0.15 -2.25 2.91
N -0.80 -3.30 3.38
O -0.27 -1.90 1.68
H 0.80 -2.07 4.85
H 0.18 -0.59 4.15
H 1.68 -1.36 3.48
H -1.46 -3.80 2.82
H -0.63 -3.58 4.33
*
```

Below is a molecular structure, C19H42P2SiTc in a non-equilibrium geometry, with properties calculated with ωB97M-V with the def2-TZVPD basis set.

Properties
HOMO (spin up / spin down) = -12.967 / -13.877 eV
frontier orbital gap (spin up / spin down) = 6.53 / 7.24 eV
LUMO level (spin up / spin down) = -6.433 / -6.634 eV
energy above the lowest of the compared OMol25 structures with the same formula, charge and spin = 0.00 kcal/mol

The geometry in ORCA input format:
```
! RIJCOSX wB97M-V def2-TZVPD def2/J DEFGRID3
* xyz 2 4
P 0.17 -2.09 1.05
P 0.07 2.15 0.28
C 0.87 -0.32 -1.15
C 1.15 1.09 -0.79
H 0.10 -0.25 -1.94
H 1.64 -1.12 -1.21
H 2.20 1.17 -0.47
H 0.95 1.74 -1.66
C -1.48 2.91 -0.25
H -1.69 3.73 0.45
H -2.32 2.21 -0.25
H -1.43 3.36 -1.24
C 1.20 3.48 0.50
H 1.12 4.20 -0.32
H 2.25 3.18 0.50
H 0.99 4.03 1.41
C -0.82 -3.40 0.26
H -0.87 -4.39 0.73
H -0.45 -3.52 -0.75
H -1.84 -3.02 0.20
C 1.85 -2.70 0.64
H 2.53 -1.86 0.72
H 1.82 -3.03 -0.40
H 2.33 -3.51 1.20
Tc -0.70 -0.18 0.05
C 0.20 1.14 -3.59
C -1.08 1.02 -3.14
C -2.13 0.32 -4.00
C -1.65 -1.06 -4.42
C -0.85 -1.72 -3.33
C 0.50 -1.73 -3.32
C 1.41 -0.97 -4.27
C 0.87 0.41 -4.70
C 0.13 -2.75 2.74
H 0.78 2.03 -3.32
H -1.45 1.72 -2.36
H -2.25 1.01 -4.87
H -3.10 0.27 -3.49
H -2.51 -1.74 -4.59
H -1.06 -1.07 -5.36
H -1.44 -2.22 -2.56
H 1.02 -2.40 -2.64
H 1.60 -1.65 -5.13
H 2.41 -0.80 -3.80
H 1.70 1.04 -5.02
H 0.21 0.36 -5.58
H 0.81 -2.25 3.43
H 0.35 -3.82 2.60
H -0.90 -2.58 3.05
C 1.44 0.18 4.64
Si -0.22 0.76 4.07
C -1.57 -0.31 4.76
C -0.40 2.33 5.15
C -0.32 1.05 1.79
H 1.43 0.18 5.74
H 2.25 0.84 4.30
H 1.64 -0.83 4.30
H -1.59 -0.15 5.85
H -2.54 -0.03 4.33
H -1.38 -1.36 4.56
H 0.41 3.06 5.03
H -1.36 2.86 5.03
H -0.36 1.99 6.21
H -1.30 1.53 2.04
H 0.63 1.46 2.33
*
```

Below is a molecular structure, C19H43CoO2P3S in a non-equilibrium geometry, with properties calculated with ωB97M-V with the def2-TZVPD basis set.

Properties
HOMO (spin up / spin down) = -16.137 / -16.898 eV
frontier orbital gap (spin up / spin down) = 7.33 / 4.12 eV
LUMO level (spin up / spin down) = -8.807 / -12.778 eV
energy above the lowest of the compared OMol25 structures with the same formula, charge and spin = 62.76 kcal/mol

The geometry in ORCA input format:
```
! RIJCOSX wB97M-V def2-TZVPD def2/J DEFGRID3
* xyz 3 5
Co 1.84 0.18 -1.27
P -0.15 0.97 -1.68
P 1.71 -1.86 -1.67
P 3.09 1.81 -1.45
H -0.31 -0.50 3.67
C 0.08 0.49 3.37
C -0.70 1.44 2.86
H -1.74 1.25 2.62
C -1.53 0.04 -0.96
C -0.51 1.02 -3.49
C -0.60 2.65 -1.13
C 1.83 -2.85 -0.14
C 0.18 -2.59 -2.38
C 3.02 -2.48 -2.80
C 2.74 2.89 0.01
C 2.78 2.88 -2.89
C 4.89 1.65 -1.41
H 1.17 0.65 3.48
H -0.29 2.45 2.71
H -1.47 0.10 0.14
H -1.51 -1.01 -1.25
H -2.50 0.42 -1.29
H -0.29 0.05 -3.94
H 0.11 1.78 -3.97
H -1.56 1.26 -3.71
H -0.51 2.71 -0.04
H -1.65 2.85 -1.39
H 0.02 3.43 -1.57
H 2.37 -3.78 -0.36
H 0.83 -3.09 0.24
H 2.36 -2.31 0.65
H 0.47 -3.47 -2.96
H -0.34 -1.89 -3.06
H -0.50 -2.94 -1.60
H 2.75 -3.47 -3.22
H 3.97 -2.55 -2.23
H 3.12 -1.75 -3.62
H 3.63 3.51 0.19
H 2.55 2.27 0.89
H 1.87 3.55 -0.19
H 3.61 3.59 -2.94
H 1.83 3.43 -2.81
H 2.77 2.27 -3.80
H 5.30 2.66 -1.49
H 5.20 1.04 -2.28
H 5.20 1.19 -0.44
C 4.36 -0.65 1.39
C 4.94 -1.79 0.69
C 6.19 -2.31 1.02
C 7.02 -1.65 1.93
C 6.60 -0.42 2.44
C 5.34 0.11 2.16
O 3.11 -0.39 1.37
H 3.02 -0.11 -2.24
H 4.33 -2.32 -0.03
H 6.49 -3.27 0.60
H 7.95 -2.13 2.22
H 7.28 0.14 3.10
H 5.04 1.08 2.57
C -3.73 -3.66 0.84
S -2.65 -2.36 1.44
C -2.94 -2.43 3.20
O -1.24 -2.80 1.18
H -4.67 -3.19 0.52
H -3.91 -4.39 1.65
H -3.24 -4.14 -0.01
H -3.57 -3.30 3.41
H -1.98 -2.51 3.71
H -3.47 -1.51 3.47
*
```

Below is a molecular structure, C19H43GaN3O2 in a non-equilibrium geometry, with properties calculated with ωB97M-V with the def2-TZVPD basis set.

Properties
HOMO (spin up / spin down) = -3.951 / -3.951 eV
frontier orbital gap (spin up / spin down) = 6.26 / 6.26 eV
LUMO level (spin up / spin down) = 2.312 / 2.311 eV
energy above the lowest of the compared OMol25 structures with the same formula, charge and spin = 0.00 kcal/mol

The geometry in ORCA input format:
```
! RIJCOSX wB97M-V def2-TZVPD def2/J DEFGRID3
* xyz -1 3
C -2.75 2.08 2.73
Ga -4.57 3.02 2.66
N -5.96 1.68 2.97
H -2.83 1.01 2.87
H -2.17 2.47 3.56
H -2.20 2.25 1.81
H -4.60 4.15 3.84
H -4.78 3.80 1.26
H -6.70 1.72 2.27
H -6.41 1.89 3.84
C 2.29 -3.48 3.06
C 1.86 -2.77 1.76
C 2.21 -1.28 1.81
C 1.28 -0.48 2.72
C -0.18 -0.70 2.33
C -0.58 -2.17 2.31
N 0.41 -2.96 1.50
O 0.15 -2.88 0.24
C -0.69 -2.71 3.75
C -1.96 -2.31 1.69
C 2.67 -3.43 0.65
H 2.14 -4.56 2.97
H 3.35 -3.30 3.24
H 1.76 -3.14 3.95
H 2.15 -0.87 0.80
H 3.25 -1.17 2.13
H 1.45 -0.75 3.77
H 1.52 0.58 2.64
H -0.83 -0.16 3.01
H -0.34 -0.27 1.34
H -0.71 -3.80 3.76
H -1.61 -2.36 4.20
H 0.11 -2.38 4.41
H -2.02 -1.86 0.70
H -2.68 -1.79 2.32
H -2.26 -3.36 1.62
H 2.38 -4.47 0.51
H 3.72 -3.39 0.90
H 2.54 -2.92 -0.31
C 0.95 2.06 -5.21
C 1.33 2.43 -3.77
C 2.53 1.60 -3.30
C 2.18 0.15 -2.99
C 1.03 0.08 -1.98
C -0.20 0.86 -2.43
N 0.18 2.25 -2.84
O 0.27 3.03 -1.82
C -0.91 0.11 -3.58
C -1.21 0.92 -1.29
C 1.72 3.90 -3.80
H 0.16 2.73 -5.57
H 1.82 2.18 -5.86
H 0.60 1.04 -5.34
H 2.95 2.06 -2.40
H 3.31 1.65 -4.06
H 1.92 -0.39 -3.91
H 3.06 -0.36 -2.58
H 0.75 -0.96 -1.80
H 1.38 0.48 -1.02
H -1.62 0.76 -4.09
H -1.46 -0.74 -3.18
H -0.22 -0.30 -4.32
H -0.79 1.34 -0.38
H -1.53 -0.09 -1.05
H -2.09 1.50 -1.56
H 0.87 4.53 -4.04
H 2.48 4.04 -4.57
H 2.14 4.23 -2.85
*
```